Here is a structure of composition C28H33MnN8S in a non-equilibrium geometry from OMol25. Energies are from ωB97M-V/def2-TZVPD.

Results
⟨S²⟩	6.3455
LUMO (spin up / spin down)	-6.91 / -6.83	eV
gap between HOMO and LUMO (spin up / spin down)	5.8 / 6.1	eV

ORCA input file:
```
! wB97M-V def2-TZVPD RIJCOSX def2/J DEFGRID3
* xyz 2 5
Mn 1.00 0.21 1.23
N 1.06 0.60 3.36
C 2.41 0.36 3.84
C 2.83 0.68 5.10
C 4.15 0.39 5.50
C 5.02 -0.21 4.64
C 4.61 -0.55 3.33
C 5.47 -1.15 2.39
C 4.99 -1.43 1.13
C 3.68 -1.09 0.80
N 2.84 -0.51 1.65
C 3.29 -0.25 2.92
H 0.43 -0.12 3.72
H 0.71 1.48 3.74
H 2.14 1.14 5.80
H 4.46 0.66 6.50
H 6.03 -0.45 4.95
H 6.48 -1.39 2.67
H 5.62 -1.90 0.38
H 3.30 -1.29 -0.19
S -0.85 -1.47 1.53
C -1.86 -0.40 0.54
N -2.96 -0.81 -0.07
N -3.30 -2.03 0.06
C -4.42 -2.57 -0.57
C -5.22 -1.79 -1.41
C -6.33 -2.37 -2.00
C -6.63 -3.71 -1.77
C -5.82 -4.48 -0.95
C -4.71 -3.92 -0.35
N -1.60 0.91 0.42
N -0.48 1.34 0.87
C -0.32 2.75 0.93
C 0.97 3.25 1.12
C 1.19 4.61 1.23
C 0.11 5.48 1.14
C -1.17 4.99 0.94
C -1.39 3.63 0.83
H -2.74 -2.63 0.67
H -4.98 -0.75 -1.57
H -6.97 -1.77 -2.63
H -7.51 -4.15 -2.23
H -6.05 -5.52 -0.77
H -4.07 -4.51 0.30
H 1.82 2.56 1.17
H 2.19 5.00 1.36
H 0.27 6.55 1.24
H -2.01 5.67 0.86
H -2.39 3.24 0.68
C -1.33 -0.90 -4.01
C 0.19 -0.97 -4.09
N 0.84 -0.16 -3.05
C 1.20 1.22 -3.39
C 0.09 2.25 -3.15
C 0.97 -0.60 -1.81
C 0.81 -2.07 -1.56
N 1.29 0.19 -0.80
H -1.78 -1.42 -4.86
H -1.67 0.13 -4.01
H -1.70 -1.37 -3.09
H 0.52 -0.59 -5.06
H 0.53 -2.00 -4.02
H 1.48 1.23 -4.44
H 2.09 1.49 -2.83
H -0.61 2.29 -3.98
H 0.52 3.24 -3.04
H -0.48 2.02 -2.24
H 1.50 -2.62 -2.21
H -0.20 -2.42 -1.77
H 1.04 -2.31 -0.53
H 1.44 1.15 -1.10
*
```

Here is a structure of composition C16H37F6NO11V in a non-equilibrium geometry from OMol25. Energies are from ωB97M-V/def2-TZVPD.

Results
⟨S²⟩	0.7936
LUMO (spin up / spin down)	-0.19 / -0.16	eV
gap between HOMO and LUMO (spin up / spin down)	8.1 / 8.1	eV

ORCA input file:
```
! wB97M-V def2-TZVPD RIJCOSX def2/J DEFGRID3
* xyz 0 2
O -1.34 2.02 -0.63
V -1.28 0.61 0.13
C -1.14 1.17 3.82
O -1.48 -0.01 4.50
O -1.26 1.01 2.36
C -2.06 2.35 4.39
F -3.35 2.22 3.97
F -2.10 2.53 5.68
F -1.68 3.45 3.80
C -0.42 -0.77 5.15
C -1.24 -2.16 5.48
H -2.00 -2.44 4.75
H -0.51 -2.96 5.57
H -1.86 -2.07 6.37
H -0.04 -0.26 6.03
H 0.42 -0.97 4.49
H -0.10 1.36 4.10
C 2.07 0.81 0.50
O 1.90 2.22 0.70
O 0.89 0.29 -0.03
C 3.34 0.20 -0.23
F 3.25 0.12 -1.53
F 4.42 0.91 0.10
F 3.73 -1.01 0.22
C 2.52 2.95 1.80
C 2.31 4.44 1.70
H 1.49 4.83 2.30
H 3.17 5.09 1.90
H 1.97 4.75 0.71
H 3.58 2.73 1.70
H 2.28 2.65 2.81
H 2.18 0.43 1.51
C -0.79 -4.27 -2.80
O -0.40 -2.98 -3.13
C -0.48 -2.58 -4.52
C 0.41 -1.34 -4.69
N -0.27 -0.08 -4.46
C 0.58 1.13 -4.74
C -0.07 2.28 -3.92
O 0.37 2.45 -2.57
C 1.71 2.81 -2.55
H -0.10 -5.06 -3.10
H -1.72 -4.68 -3.18
H -0.98 -4.23 -1.73
H -1.51 -2.36 -4.82
H -0.14 -3.26 -5.29
H 0.70 -1.37 -5.74
H 1.36 -1.33 -4.17
H -1.04 0.03 -5.10
H 0.64 1.34 -5.80
H 1.56 0.93 -4.30
H -1.15 2.20 -3.95
H 0.04 3.14 -4.59
H 2.03 3.09 -1.55
H 1.89 3.72 -3.13
H 2.43 2.06 -2.88
O -1.68 -0.58 -2.01
H -1.21 -0.23 -2.77
H -1.63 -1.53 -2.12
O -3.64 0.64 0.38
H -4.25 -0.09 0.46
H -4.16 1.42 0.55
C -0.62 -2.60 0.61
C -0.06 -2.75 1.96
O -0.90 -3.74 2.51
O -1.67 -1.66 0.55
H -0.94 -3.55 0.18
H 0.17 -2.29 -0.08
H -0.16 -1.82 2.52
H 0.95 -3.15 2.02
H -0.44 -4.03 3.30
H -2.49 -2.15 0.54
*
```

Here is an isolated molecule of C12H7F3O5S in a non-equilibrium geometry from OMol25. Energies are from ωB97M-V/def2-TZVPD.

Results
LUMO	-0.65	eV
gap between HOMO and LUMO	8.0	eV

ORCA input file:
```
! wB97M-V def2-TZVPD RIJCOSX def2/J DEFGRID3
* xyz 0 1
O -3.94 -0.04 -0.99
O 2.79 0.45 -1.80
O 4.21 -1.20 -0.71
F 2.11 -1.66 -3.95
F 4.32 -1.89 -3.77
F 2.98 -3.27 -2.99
O -4.26 1.85 0.92
O 1.72 -1.71 -0.84
C -2.81 0.42 -1.04
C 1.59 -0.68 1.25
C -2.33 1.95 2.37
C 1.10 -0.83 -0.04
C -2.96 1.52 1.16
C 0.95 0.12 2.17
C -1.02 1.43 2.69
C -0.14 -0.26 -0.42
C -2.18 0.81 0.26
C -0.32 0.73 1.81
C -0.84 0.46 0.52
C 3.16 -2.00 -3.13
S 3.05 -1.01 -1.52
H -4.52 1.59 0.04
H -2.41 0.49 -2.05
H 2.46 -1.16 1.50
H -2.93 2.43 3.16
H 1.27 0.23 3.16
H -0.51 1.74 3.58
H -0.53 -0.49 -1.35
*
```

Here is a cluster of 7 separate species, C5H24O7 in total in a non-equilibrium geometry from OMol25. Energies are from ωB97M-V/def2-TZVPD.

Results
LUMO	0.42	eV
gap between HOMO and LUMO	10.1	eV

ORCA input file:
```
! wB97M-V def2-TZVPD RIJCOSX def2/J DEFGRID3
* xyz 0 1
C 0.70 1.15 3.04
O 0.42 0.02 2.18
H 0.85 2.04 2.43
H -0.19 1.38 3.63
H 1.58 1.01 3.67
H -0.36 -0.45 2.46
C 1.08 2.14 -1.04
O 2.30 2.29 -1.82
H 0.32 1.58 -1.59
H 1.12 1.63 -0.08
H 0.63 3.12 -0.89
H 2.81 2.93 -1.32
C -2.35 1.54 0.16
O -2.13 0.57 -0.83
H -3.41 1.76 0.07
H -2.15 1.26 1.19
H -1.77 2.46 0.00
H -2.12 1.00 -1.68
C 4.32 -0.50 -1.94
O 3.31 -1.18 -1.22
H 3.99 -0.30 -2.96
H 4.64 0.34 -1.34
H 5.18 -1.17 -1.97
H 2.56 -0.59 -1.13
C -4.24 -2.04 1.03
O -2.88 -2.20 0.79
H -4.67 -1.48 0.20
H -4.86 -2.93 0.94
H -4.38 -1.48 1.96
H -2.76 -2.62 -0.07
O 0.39 -3.27 -1.33
H 0.42 -2.36 -1.05
H 1.25 -3.62 -1.12
O 0.37 -0.77 -0.42
H -0.58 -0.68 -0.46
H 0.60 -0.56 0.49
*
```

Here is the ion C3H6NOS with charge -1 in a non-equilibrium geometry from OMol25. Energies are from ωB97M-V/def2-TZVPD.

Results
LUMO	4.08	eV
gap between HOMO and LUMO	6.6	eV

ORCA input file:
```
! wB97M-V def2-TZVPD RIJCOSX def2/J DEFGRID3
* xyz -1 1
O 0.73 -0.52 -2.87
C 0.75 -0.45 -1.66
N -0.38 -0.44 -0.90
C -0.23 -0.51 0.57
C -0.37 0.82 1.31
S 0.92 2.01 0.65
H 1.67 -0.33 -1.05
H -1.29 -0.24 -1.25
H 0.72 -1.01 0.74
H -1.02 -1.22 0.89
H -0.16 0.62 2.37
H -1.36 1.26 1.19
*
```

Here is a structure of composition C22H35BaBrO2P2 in a non-equilibrium geometry from OMol25. Energies are from ωB97M-V/def2-TZVPD.

Results
LUMO	-0.34	eV
gap between HOMO and LUMO	5.1	eV

ORCA input file:
```
! wB97M-V def2-TZVPD RIJCOSX def2/J DEFGRID3
* xyz 0 1
P 0.21 -1.86 -3.42
P 0.48 1.66 -3.28
C 0.00 -0.75 -4.91
C 0.78 0.57 -4.85
H -1.08 -0.60 -5.10
H 0.39 -1.35 -5.76
H 1.87 0.43 -4.97
H 0.44 1.22 -5.67
C -1.10 2.29 -3.96
H -1.55 3.07 -3.33
H -1.84 1.48 -4.12
H -0.84 2.70 -4.94
C 1.67 2.98 -3.59
H 1.22 3.57 -4.40
H 2.63 2.57 -3.92
H 1.81 3.60 -2.70
C -1.04 -3.11 -3.77
H -1.19 -3.80 -2.93
H -0.62 -3.66 -4.64
H -1.99 -2.65 -4.06
C 1.85 -2.52 -3.79
H 2.60 -1.72 -3.84
H 1.74 -2.98 -4.78
H 2.17 -3.27 -3.06
Ba 1.00 0.45 3.18
C 0.02 1.62 -1.25
C -1.36 1.27 -1.21
C -1.75 -0.09 -1.56
C -1.77 -1.25 -0.48
C -0.70 -2.25 -0.71
C 0.54 -1.91 -1.24
C 1.26 -0.55 -1.26
C 0.90 0.65 -0.38
C 1.42 -2.16 2.74
H 0.33 2.67 -1.16
H -2.15 2.03 -1.21
H -1.03 -0.44 -2.38
H -2.73 -0.05 -2.07
H -1.77 -0.85 0.56
H -2.76 -1.74 -0.59
H -0.84 -3.25 -0.23
H 1.22 -2.77 -1.38
H 1.19 -0.11 -2.32
H 2.36 -0.72 -1.22
H 0.44 0.33 0.58
H 1.83 1.19 -0.07
H 2.32 -2.49 3.29
H 1.41 -2.51 1.69
H 0.50 -2.50 3.26
Br 2.00 1.63 5.92
C 0.41 1.51 7.15
C 0.59 1.97 8.45
C -0.48 1.86 9.36
C -1.72 1.33 8.97
C -1.89 0.90 7.63
C -0.81 0.98 6.75
C -0.86 0.46 5.35
O -0.45 -0.71 5.13
O -1.15 1.29 4.41
H 1.55 2.37 8.74
H -0.34 2.20 10.38
H -2.51 1.26 9.71
H -2.85 0.51 7.27
*
```

Here is a structure of composition C16H14F13N5S from OMol25. Energies are from ωB97M-V/def2-TZVPD.

Results
LUMO	-0.69	eV
gap between HOMO and LUMO	8.4	eV

ORCA input file:
```
! wB97M-V def2-TZVPD RIJCOSX def2/J DEFGRID3
* xyz 0 1
N -1.57 1.45 3.77
C -1.74 2.83 3.36
N -0.44 3.39 2.97
N -2.27 3.54 4.53
C -2.74 3.05 2.19
C -2.89 1.89 1.26
C -1.99 1.59 0.28
C -2.10 0.46 -0.59
C -1.08 0.23 -1.68
C 0.37 0.58 -1.33
C 1.32 -0.57 -1.44
F 0.86 -1.65 -0.74
F 2.52 -0.23 -0.88
C 1.60 -1.05 -2.90
F 1.46 0.03 -3.71
F 0.66 -1.95 -3.25
C 3.00 -1.63 -3.29
F 2.87 -1.92 -4.60
F 3.93 -0.66 -3.17
C 3.54 -2.97 -2.66
F 2.50 -3.82 -2.58
F 4.44 -3.43 -3.56
C 4.29 -2.98 -1.29
F 3.39 -3.01 -0.29
F 5.08 -1.89 -1.17
C 5.21 -4.23 -1.13
F 6.33 -4.08 -1.85
F 4.58 -5.33 -1.54
F 5.54 -4.35 0.15
C -3.15 -0.38 -0.48
C -4.13 -0.12 0.51
N -5.22 -0.86 0.77
S -5.96 -0.16 1.99
N -4.99 1.08 2.28
C -3.99 1.00 1.38
H -2.46 0.99 3.92
H -1.05 0.92 3.09
H 0.31 2.83 3.36
H -0.32 3.40 1.96
H -1.87 4.46 4.55
H -1.95 3.05 5.35
H -3.70 3.30 2.63
H -2.40 3.90 1.59
H -1.17 2.27 0.12
H -1.39 0.81 -2.55
H -1.15 -0.82 -1.99
H 0.47 0.89 -0.29
H 0.73 1.40 -1.93
H -3.27 -1.25 -1.11
*
```

Here is a cluster of 2 separate species, C5H12NOS2 in total from OMol25. Energies are from ωB97M-V/def2-TZVPD.

Results
LUMO	-3.04	eV
gap between HOMO and LUMO	10.2	eV

ORCA input file:
```
! wB97M-V def2-TZVPD RIJCOSX def2/J DEFGRID3
* xyz 1 1
C 2.02 0.07 0.24
C 1.90 0.95 -1.00
C -0.28 0.53 0.23
C 0.49 -1.23 1.74
C -2.48 1.31 0.15
N 0.68 -0.23 0.71
O -1.49 0.44 0.68
S 0.23 1.70 -0.92
S -1.00 -1.47 -1.60
H 2.54 -0.86 0.00
H 2.57 0.58 1.04
H 2.63 1.75 -1.03
H 1.94 0.38 -1.93
H -0.56 -1.54 1.74
H 1.13 -2.08 1.53
H 0.74 -0.82 2.72
H -3.42 1.00 0.60
H -2.54 1.23 -0.93
H -2.26 2.35 0.42
H -2.25 -1.55 -2.05
H -0.62 -2.51 -2.34
*
```

Here is a cluster of 2 separate species, C5H9FO in total in a non-equilibrium geometry from OMol25. Energies are from ωB97M-V/def2-TZVPD.

Results
LUMO	1.12	eV
gap between HOMO and LUMO	9.7	eV

ORCA input file:
```
! wB97M-V def2-TZVPD RIJCOSX def2/J DEFGRID3
* xyz 0 1
C -0.69 -1.08 0.63
C 0.47 -0.22 0.37
C -0.70 -2.08 1.66
C 0.72 1.61 -1.89
C 0.14 1.79 -0.53
O 0.02 -1.28 -0.61
F 0.57 2.89 0.17
H -1.65 -0.49 0.51
H 1.45 -0.19 0.79
H 0.24 -2.24 2.05
H -1.10 -3.01 1.32
H -1.35 -1.80 2.48
H 1.62 2.20 -2.07
H 0.00 1.65 -2.74
H 1.16 0.58 -1.86
H -0.90 1.68 -0.28
*
```

Here is an isolated molecule of C4H5N3O in a non-equilibrium geometry from OMol25. Energies are from ωB97M-V/def2-TZVPD.

Results
LUMO	0.15	eV
gap between HOMO and LUMO	9.5	eV

ORCA input file:
```
! wB97M-V def2-TZVPD RIJCOSX def2/J DEFGRID3
* xyz 0 1
C -0.43 -1.62 0.19
C 0.08 0.74 0.15
C 0.55 0.97 -1.15
C 0.88 2.49 -1.07
H -0.98 -0.48 2.57
H -0.78 -2.55 0.84
H 0.42 -2.76 -1.11
H 0.06 1.64 0.96
H 1.05 0.26 -1.85
N -0.49 -0.48 0.79
N 0.12 -1.70 -1.01
N 0.91 3.72 -1.10
O -1.41 -0.22 1.79
*
```

Here is a structure of composition C14H32NNiO3P2Si in a non-equilibrium geometry from OMol25. Energies are from ωB97M-V/def2-TZVPD.

Results
⟨S²⟩	2.0524
LUMO (spin up / spin down)	-2.76 / -4.85	eV
gap between HOMO and LUMO (spin up / spin down)	8.3 / 7.0	eV

ORCA input file:
```
! wB97M-V def2-TZVPD RIJCOSX def2/J DEFGRID3
* xyz 1 3
Ni -0.15 -0.68 -0.32
P 1.86 -1.32 0.02
C 2.08 -2.07 -1.56
C 0.94 -2.27 -2.36
N -0.24 -1.71 -1.88
C -1.41 -1.83 -2.53
C -1.50 -2.61 -3.69
C -0.34 -3.18 -4.22
C 0.88 -3.00 -3.58
C -2.61 -1.09 -1.95
P -2.01 0.20 -0.79
H 1.80 -3.42 -3.97
H -2.47 -2.74 -4.15
H -0.40 -3.77 -5.14
H -3.24 -0.64 -2.72
H -3.24 -1.78 -1.36
H 4.30 1.94 -3.69
H 3.03 -2.47 -1.90
H 0.12 4.42 -0.24
O 3.50 2.17 -3.20
H 2.96 2.64 -3.87
H -0.01 0.34 0.98
O -0.44 5.03 -0.70
H -0.14 5.90 -0.36
C -1.92 1.68 -1.84
H -2.88 1.84 -2.34
H -1.66 2.55 -1.21
H -1.12 1.54 -2.58
C -3.38 0.49 0.35
H -3.09 1.30 1.03
H -4.29 0.76 -0.20
H -3.56 -0.42 0.94
C 2.09 -2.61 1.28
H 3.14 -2.93 1.31
H 1.77 -2.24 2.26
H 1.46 -3.47 0.99
C 3.11 -0.02 0.26
H 2.75 0.66 1.04
H 4.07 -0.48 0.56
H 3.23 0.53 -0.68
C 1.36 0.18 4.08
Si -0.14 0.91 3.23
C -1.66 -0.14 3.50
C -0.43 2.64 3.89
O 0.22 1.14 1.62
H 1.14 0.03 5.15
H 2.21 0.88 4.02
H 1.68 -0.78 3.66
H -1.76 -0.33 4.58
H -2.58 0.35 3.16
H -1.59 -1.13 3.01
H 0.46 3.27 3.73
H -1.28 3.12 3.39
H -0.64 2.62 4.97
*
```

Here is the ion C3H7NO with charge +1 in a non-equilibrium geometry from OMol25. Energies are from ωB97M-V/def2-TZVPD.

Results
⟨S²⟩	0.7546
LUMO (spin up / spin down)	-4.43 / -9.10	eV
gap between HOMO and LUMO (spin up / spin down)	13.0 / 8.3	eV

ORCA input file:
```
! wB97M-V def2-TZVPD RIJCOSX def2/J DEFGRID3
* xyz 1 2
C -0.82 -0.84 -0.90
C 0.48 -0.71 -0.03
C 0.75 0.71 0.26
N 0.09 1.38 1.17
O 1.65 1.35 -0.36
H -1.66 -1.06 -0.25
H -1.05 0.05 -1.47
H -0.74 -1.69 -1.61
H 1.34 -1.19 -0.52
H 0.37 -1.34 0.82
H -0.71 1.00 1.63
H 0.30 2.35 1.27
*
```

Here is a cluster of 2 separate species, C4H9O3 in total from OMol25. Energies are from ωB97M-V/def2-TZVPD.

Results
LUMO	4.04	eV
gap between HOMO and LUMO	8.7	eV

ORCA input file:
```
! wB97M-V def2-TZVPD RIJCOSX def2/J DEFGRID3
* xyz -1 1
O 0.42 -0.13 -2.67
C 1.39 0.63 -2.55
O 1.73 1.32 -1.55
H 2.02 0.77 -3.46
C -1.04 0.62 1.77
C -0.30 0.03 0.58
C -0.59 -1.45 0.36
O 1.08 0.22 0.79
H -0.71 1.65 1.91
H -0.77 0.08 2.68
H -2.12 0.62 1.66
H -0.60 0.58 -0.32
H -1.65 -1.67 0.46
H -0.01 -2.05 1.06
H -0.31 -1.72 -0.65
H 1.46 0.51 -0.08
*
```